{
  "formula": "C22H47NO2P2W",
  "method": "the ωB97M-V functional and the def2-TZVPD basis",
  "symbols": ["C", "H", "H", "H", "H", "H", "H", "C", "H", "C", "P", "C", "H", "O", "H", "C", "C", "H", "H", "C", "H", "C", "H", "C", "P", "H", "C", "H", "H", "C", "H", "H", "H", "H", "C", "C", "H", "H", "H", "H", "W", "H", "H", "C", "C", "H", "H", "C", "H", "H", "H", "H", "H", "H", "C", "H", "H", "H", "C", "O", "C", "N", "H", "H", "H", "C", "H", "H", "C", "C", "H", "H", "H", "H", "H"],
  "positions_angstrom": [[1.6992, 3.0222, -0.7591], [3.2615, 3.5058, 0.6171], [0.8448, 0.3839, -3.1771], [-2.5136, 2.0870, -2.4069], [-1.7609, 0.5189, -2.8002], [1.3484, 5.1809, -0.9775], [1.7607, 1.9007, -3.3282], [0.1349, 0.4293, 3.3902], [2.3062, -1.5224, 2.5097], [1.3458, -4.7318, 1.4960], [0.0316, 2.2123, -0.8380], [0.0896, 0.3334, 4.8249], [-0.3063, 3.2352, -2.9426], [2.9238, -0.3124, -0.9207], [0.6551, -4.9745, 2.3144], [2.2199, 3.1584, 0.6709], [1.5187, -3.2088, 1.3473], [-1.8710, -1.6170, -1.5186], [2.2198, 2.2034, 1.2139], [-1.2540, 3.3745, -0.1737], [-0.7841, -3.8219, -1.0713], [-1.9894, 0.2377, 0.1084], [0.9735, 0.8335, 5.2482], [-1.5025, 4.6522, -0.9941], [-0.0126, -2.4170, 0.6983], [-0.2280, -0.7684, -1.5804], [-1.4564, -3.2619, 1.4881], [-1.9191, 4.1714, 1.7010], [-1.7240, 4.4491, -2.0477], [-2.7657, -3.0956, 0.7064], [-2.7068, -3.5188, -0.3021], [1.2632, -2.6244, 3.4470], [1.0686, -3.4135, -2.7881], [1.9578, -2.4767, -1.5898], [1.8217, -0.2044, -0.4861], [1.8147, 4.3513, -1.5222], [-0.6649, 5.3561, -0.9307], [2.3198, -5.1714, 1.7506], [-1.1737, -4.3286, 1.4582], [1.4069, 4.3097, -2.5387], [-0.0140, -0.0369, 0.2856], [-0.7936, 2.8173, 1.9070], [0.5049, 1.4810, -4.5176], [-1.6196, -2.8343, 2.9479], [0.7700, 1.4454, -3.4514], [-1.8536, -1.7629, 3.0317], [-0.1880, 4.4278, 1.4241], [1.2133, -3.2744, -1.7089], [2.8850, 4.5837, -1.6109], [-0.0904, -1.6527, -4.6486], [0.0877, -0.7253, 5.1435], [-1.9030, 1.7661, -4.0463], [-3.5547, -3.6419, 1.2415], [-0.8227, 0.8269, 5.1990], [-0.8098, -1.7433, -1.7708], [2.2685, -3.0093, 0.5637], [-0.1746, -0.9633, -4.9367], [-3.0718, -2.0440, 0.6306], [-1.0074, 3.7075, 1.2975], [-3.1626, 0.3937, 0.0177], [2.0116, -2.5715, 2.6440], [0.1174, 0.2897, 2.2270], [-2.3830, 5.1494, -0.5640], [-2.4634, -3.3863, 3.3875], [2.3331, 2.2807, -1.2762], [-0.1386, -2.9240, -1.0697], [-2.1700, 2.7609, -0.2381], [0.9913, -5.2189, 0.5787], [-1.7091, 1.6037, -2.9753], [-0.3223, 2.1699, -2.6583], [1.6348, -4.1979, -1.2979], [1.6506, 3.8915, 1.2544], [-0.7354, -1.8747, -2.8557], [2.9013, -3.1200, 2.9862], [-0.7353, -3.0511, 3.5623]],
  "atomic_forces_ev_per_a": [[0.9, -0.5, 0.3], [-0.3, -0.1, 0.1], [0.0, 0.1, -0.1], [0.1, -0.1, -0.2], [0.0, 0.2, -0.1], [0.2, -0.3, -0.1], [-0.2, -0.1, -0.2], [-0.3, -1.3, -0.2], [0.0, -0.1, 0.0], [-0.4, -0.1, 0.0], [0.3, 1.9, -2.9], [0.1, 0.7, 0.0], [0.0, -0.3, 0.2], [-6.6, 0.8, 2.4], [0.2, 0.0, -0.2], [0.2, 0.2, 0.1], [0.9, 0.2, 0.3], [0.3, 0.0, -0.1], [0.0, 0.0, 0.0], [-1.1, -0.4, 1.0], [0.2, 0.5, -0.3], [-9.9, 1.4, -0.1], [-0.1, 0.0, 0.0], [0.4, 0.0, -0.5], [0.4, -3.2, -1.3], [0.1, 0.2, -0.6], [-1.1, 0.4, 0.7], [0.3, -0.1, -0.1], [0.0, 0.1, 0.3], [0.1, 0.0, -0.2], [-0.1, 0.0, 0.2], [0.3, -0.1, -0.2], [0.0, -0.1, 0.2], [-0.1, -0.2, -0.1], [9.6, -0.9, -3.0], [-0.4, 0.1, -0.1], [-0.3, -0.2, 0.0], [-0.2, 0.2, -0.1], [0.3, 0.4, -0.2], [0.2, 0.1, 0.2], [-0.5, 1.1, 2.1], [0.0, 0.2, -0.1], [0.2, 0.0, 0.3], [0.0, 0.0, 0.3], [0.2, 0.1, 0.0], [-0.1, -0.2, 0.0], [-0.4, -0.2, 0.0], [0.0, 0.1, -0.2], [-0.2, -0.1, 0.1], [0.0, 0.3, -0.3], [0.0, 0.2, -0.3], [-0.1, -0.1, 0.3], [0.2, 0.2, -0.1], [0.2, 0.0, -0.1], [-0.5, -1.0, 0.3], [-0.2, 0.0, 0.2], [0.0, -0.3, 0.1], [-0.1, -0.3, 0.2], [-0.2, 0.2, 0.3], [6.9, -0.9, 0.3], [0.1, 0.1, 0.3], [0.2, 0.8, 1.4], [0.1, -0.2, 0.0], [0.2, 0.2, -0.1], [-0.1, 0.2, 0.1], [0.2, -0.5, 0.2], [0.2, 0.3, 0.0], [0.1, 0.1, 0.2], [-0.1, 0.0, 0.0], [0.0, -0.3, -0.3], [-0.1, 0.2, -0.2], [0.3, -0.2, -0.2], [0.1, 0.6, 0.0], [-0.2, 0.2, 0.0], [-0.3, 0.0, -0.2]],
  "e_tot_ha": -1819.7397,
  "charge": 4,
  "spin_multiplicity": 3
}